1.
Below is C16H19AsN2O2RhSe as an isolated structure, with properties calculated with ωB97M-V/def2-TZVPD.

Element x y z (Å)
Rh -0.19169 0.22148 -0.18998
O 2.55313 4.03791 5.73653
C 2.31526 2.73118 5.95169
O 2.64274 2.20552 6.97332
C 1.62637 1.96773 4.85273
C 1.68288 2.33163 3.51648
C 1.05895 1.55170 2.55296
C 0.36767 0.40673 2.92205
C 0.30006 0.04351 4.26861
C 0.93681 0.81359 5.21895
N -0.24260 -0.34852 1.87134
C -0.93079 -1.40163 2.11049
C -1.44625 -2.14054 0.96457
C -2.16007 -3.32030 1.07011
C -2.56539 -3.95949 -0.09267
C -2.24233 -3.39582 -1.31501
C -1.52970 -2.20749 -1.34614
N -1.13944 -1.59111 -0.22958
H 2.10548 4.35488 4.94392
H 2.23297 3.20869 3.19710
H 1.08922 1.84304 1.51091
H -0.23199 -0.83676 4.59951
H 0.91498 0.53321 6.26308
H -1.12519 -1.77752 3.10884
H -2.39052 -3.72704 2.04527
H -3.12489 -4.88337 -0.04291
H -2.54028 -3.86058 -2.24374
H -1.27274 -1.71882 -2.27519
Se -0.06561 1.73373 -1.79201
C 3.37051 0.99836 -0.54384
As 1.98262 -0.29847 -0.86577
C 2.52842 -1.81235 0.20955
C 2.26547 -0.88479 -2.67774
H 4.34056 0.56151 -0.77969
H 3.35042 1.29388 0.50344
H 3.18425 1.86716 -1.17072
H 3.50074 -2.17351 -0.12386
H 1.79318 -2.61017 0.11481
H 2.59206 -1.50201 1.25168
H 3.23029 -1.38638 -2.74562
H 2.23944 -0.01619 -3.33091
H 1.47419 -1.57300 -2.96818

As for the relative energy (zero: lowest compared OMol25 entry of this formula, charge and spin): 0.0 kJ/mol. For the total energy, the calculation gives -153163.052 eV. Its total charge is +1. The LUMO energy (alpha / beta) comes out at -4.64 / -4.64 eV. For the orbital gap (alpha / beta), the calculation gives 6.3063 / 6.3057 eV. Its HOMO energy (alpha / beta) is -0.4022 / -0.4022 Eh.

2.
Below is one molecule with the formula H2NO4P at a distorted geometry, with properties calculated with ωB97M-V/def2-TZVPD.

Element x y z (Å)
N -0.99915 0.87142 0.79950
O -2.02239 0.69021 0.16813
O 0.61881 0.56593 -0.51001
O 0.08327 -1.76912 0.49663
O 1.29189 0.01441 1.90623
P 0.23833 -0.21991 0.89251
H -0.59810 -1.89377 -0.25525
H 0.51302 1.50093 -0.51416

As for the relative energy (zero: lowest compared OMol25 entry of this formula, charge and spin): 118.1 kJ/mol. Its SMILES is O=NP(=O)(O)O. For the total energy, the calculation gives -18999.871 eV. The LUMO energy comes out at -1.52 eV. For the orbital gap, the calculation gives 8.6842 eV. Its HOMO energy is -0.3751 Eh.

3.
Below is one molecule with the formula C19H22F4N2O2S, with properties calculated with ωB97M-V/def2-TZVPD.

Element x y z (Å)
C -2.74790 2.67745 2.25293
C -1.47881 2.48984 1.46762
F -0.37944 2.72194 2.28617
C -1.40808 1.06346 0.90038
O -2.35327 0.60882 0.28559
N -0.32387 0.34726 1.25226
C -0.38109 -1.10532 1.37194
C -0.23065 -1.76682 0.01088
N 1.10007 -1.49880 -0.48447
C 1.40810 -0.87458 -1.66198
O 2.54612 -0.88753 -2.09802
C 0.29029 -0.13867 -2.38819
C 0.85488 1.10010 -3.06981
C -0.25815 1.92874 -3.70764
S -1.11865 1.04040 -5.02960
C -1.58468 -0.41205 -4.05712
C -0.38040 -1.07527 -3.39297
C 2.14952 -2.15140 0.25983
C 1.91183 -2.06476 1.74875
C 2.90954 -2.50052 2.61201
C 2.73971 -2.44393 3.98409
C 1.55616 -1.95027 4.51554
C 0.55567 -1.52017 3.66286
C 0.72222 -1.57562 2.28432
C -1.35191 3.51165 0.33279
F -1.30021 4.75659 0.81635
F -0.22649 3.29998 -0.36535
F -2.38052 3.43448 -0.50563
H -3.61377 2.52182 1.61615
H -2.77768 1.95630 3.06842
H -2.77503 3.68390 2.66768
H 0.43354 0.81924 1.71903
H -1.35554 -1.37162 1.79307
H -0.36589 -2.85028 0.12197
H -0.99470 -1.41487 -0.67012
H -0.45030 0.19144 -1.65503
H 1.37189 1.72064 -2.33409
H 1.56967 0.80692 -3.83692
H -0.99257 2.24154 -2.96137
H 0.14955 2.82951 -4.16603
H -2.32309 -0.11478 -3.30758
H -2.07210 -1.09702 -4.75072
H 0.34333 -1.35142 -4.16093
H -0.72392 -1.98842 -2.89576
H 2.23614 -3.20581 -0.03849
H 3.09382 -1.67551 0.00483
H 3.83743 -2.88482 2.20252
H 3.53046 -2.78456 4.63978
H 1.41323 -1.90651 5.58718
H -0.37446 -1.14067 4.07286

As for the relative energy (zero: lowest compared OMol25 entry of this formula, charge and spin): 14.4 kJ/mol. Its SMILES is C[C@@](F)(C(=O)N[C@H]1CN(C(=O)C2CCSCC2)Cc2ccccc21)C(F)(F)F. For the total energy, the calculation gives -48843.007 eV. The LUMO energy comes out at 0.54 eV. For the orbital gap, the calculation gives 8.8943 eV. Its HOMO energy is -0.3070 Eh.

4.
Below is C32H34BCdF4N7O5PS as an isolated structure, with properties calculated with ωB97M-V/def2-TZVPD.

Element x y z (Å)
Cd 0.47197 -0.35108 -0.14036
O 3.95852 3.85203 -0.59852
C 3.89725 3.41470 -1.86575
C 4.36405 4.26239 -2.87506
C 4.27844 3.88419 -4.20461
C 3.72747 2.65284 -4.55494
C 3.27620 1.80640 -3.55274
C 3.35478 2.15942 -2.20844
C 2.80896 1.19715 -1.19407
O 2.40216 0.05912 -1.55836
N 2.74518 1.69956 0.04537
N 2.08932 0.81791 0.88878
C 2.19409 0.99944 2.14290
C 1.62780 0.09289 3.14030
C 1.70233 0.49654 4.47950
C 1.28304 -0.29990 5.52709
C 0.79454 -1.57771 5.22701
C 0.71509 -2.01338 3.92061
C 1.09593 -1.20130 2.81464
O 0.95694 -1.66008 1.60864
H 3.51913 3.13080 -0.04420
H 4.78370 5.22163 -2.58596
H 4.63562 4.55995 -4.97521
H 3.65324 2.35964 -5.59543
H 2.84249 0.83916 -3.77813
H 2.76404 1.85596 2.50579
H 2.11245 1.48290 4.68739
H 1.34386 0.04965 6.55085
H 0.48370 -2.23861 6.03034
H 0.34962 -3.00843 3.68855
N -2.92151 1.92974 2.60711
C -2.29751 3.08044 2.16803
C -2.64714 4.42661 2.21974
C -1.72139 5.32840 1.72125
C -0.49278 4.89518 1.19049
C -0.16835 3.55171 1.12054
C -1.09771 2.63306 1.61478
N -1.01641 1.24752 1.68946
C -2.10460 0.87055 2.30044
C -2.46580 -0.47582 2.77755
C -3.18960 -0.69085 3.90943
S -3.34951 -2.36189 4.19357
C -2.40086 -2.66974 2.78694
N -2.01545 -1.61378 2.14844
H -3.86325 1.85700 2.94166
H -3.59414 4.75747 2.63237
H -1.94420 6.38799 1.74727
H 0.21320 5.63608 0.83027
H 0.77483 3.20923 0.69608
H -3.60132 0.03348 4.60026
H -2.16426 -3.69018 2.48900
C 0.16028 -4.29405 -0.11887
P -0.49562 -3.35198 -1.49661
C -2.26105 -3.22488 -1.26374
C -0.27474 -4.36655 -2.96222
O 0.21100 -2.03340 -1.67472
H -0.47805 -5.14649 0.12841
H 0.25094 -3.60444 0.72914
H 1.15828 -4.64782 -0.38620
H -2.70590 -4.19418 -1.01562
H -2.70312 -2.81608 -2.17314
H -2.44095 -2.49622 -0.47002
H -0.71063 -5.35996 -2.83607
H 0.79417 -4.44823 -3.16878
H -0.75720 -3.85231 -3.79642
F -2.08216 -0.22461 -0.66927
B -3.32454 0.15645 -1.30106
F -3.50565 -0.63628 -2.46736
F -3.29377 1.53770 -1.64404
F -4.36832 -0.08450 -0.36216
N -0.08712 1.61932 -1.30071
C -0.33925 2.60749 -1.83405
N -0.54234 3.72783 -2.51763
C -1.90328 4.19352 -2.80772
C -1.85953 4.93191 -4.12491
O -0.89370 5.98241 -4.11153
C 0.41799 5.47938 -3.85406
C 0.47873 4.77873 -2.51710
H -2.23947 4.86794 -2.01408
H -2.57624 3.34124 -2.84572
H -2.82473 5.39318 -4.32673
H -1.62449 4.22522 -4.93017
H 1.09349 6.33292 -3.86084
H 0.71768 4.77829 -4.64307
H 0.27447 5.49243 -1.71539
H 1.46255 4.33635 -2.36233

As for the relative energy (zero: lowest compared OMol25 entry of this formula, charge and spin): 51.8 kJ/mol. For the total energy, the calculation gives -90650.856 eV. Its total charge is -1. The LUMO energy comes out at 2.16 eV. For the orbital gap, the calculation gives 6.6574 eV. Its HOMO energy is -0.1653 Eh.

5.
Below is a 2-piece molecular cluster, C15H11BCl3N3O2 overall at a distorted geometry, with properties calculated with ωB97M-V/def2-TZVPD.

Element x y z (Å)
Cl -0.36533 2.48586 5.43288
B -1.43486 1.39453 4.37631
Cl -2.51194 0.27716 5.43159
Cl -2.49356 2.35841 3.17986
O -0.52157 0.51448 3.58358
C -0.83107 -0.28964 2.63608
C 0.03845 -1.38997 2.31838
C -0.48138 -2.57999 1.74661
C 0.38032 -3.60961 1.38363
C 1.76229 -3.49649 1.60195
C 2.25314 -2.37653 2.28817
C 1.40758 -1.34242 2.68068
H -1.77699 -0.16241 2.10095
H -1.56369 -2.66722 1.60687
H -0.00590 -4.51383 0.91454
H 2.45285 -4.27101 1.25329
H 3.31107 -2.29764 2.52065
H 1.76092 -0.48457 3.25063
O 0.83423 3.35102 -0.92719
C 0.32370 2.29722 -1.29830
C 0.66537 1.47660 -2.47800
C -0.49213 0.76454 -2.83622
C -0.64176 0.20391 -4.10383
C 0.46736 0.18869 -4.96321
C 1.62130 0.90838 -4.61602
C 1.68334 1.63243 -3.41781
N -1.46117 0.94219 -1.86014
C -1.00293 1.76832 -0.85841
N -1.90271 2.66381 -0.34926
N -2.91164 3.06451 0.03097
H -1.60300 -0.20512 -4.40485
H 0.44349 -0.35267 -5.91117
H 2.46713 0.94167 -5.30363
H 2.50196 2.31265 -3.19070
H -2.37289 0.49274 -1.81889

For the total energy, the calculation gives -62543.250 eV. The LUMO energy comes out at -2.12 eV. For the orbital gap, the calculation gives 5.8668 eV. Its HOMO energy is -0.2936 Eh.

Which of these has the highest total energy?
H2NO4P

Repeat the third record exactly.
Below is one molecule with the formula C19H22F4N2O2S, with properties calculated with ωB97M-V/def2-TZVPD.

Element x y z (Å)
C -2.74790 2.67745 2.25293
C -1.47881 2.48984 1.46762
F -0.37944 2.72194 2.28617
C -1.40808 1.06346 0.90038
O -2.35327 0.60882 0.28559
N -0.32387 0.34726 1.25226
C -0.38109 -1.10532 1.37194
C -0.23065 -1.76682 0.01088
N 1.10007 -1.49880 -0.48447
C 1.40810 -0.87458 -1.66198
O 2.54612 -0.88753 -2.09802
C 0.29029 -0.13867 -2.38819
C 0.85488 1.10010 -3.06981
C -0.25815 1.92874 -3.70764
S -1.11865 1.04040 -5.02960
C -1.58468 -0.41205 -4.05712
C -0.38040 -1.07527 -3.39297
C 2.14952 -2.15140 0.25983
C 1.91183 -2.06476 1.74875
C 2.90954 -2.50052 2.61201
C 2.73971 -2.44393 3.98409
C 1.55616 -1.95027 4.51554
C 0.55567 -1.52017 3.66286
C 0.72222 -1.57562 2.28432
C -1.35191 3.51165 0.33279
F -1.30021 4.75659 0.81635
F -0.22649 3.29998 -0.36535
F -2.38052 3.43448 -0.50563
H -3.61377 2.52182 1.61615
H -2.77768 1.95630 3.06842
H -2.77503 3.68390 2.66768
H 0.43354 0.81924 1.71903
H -1.35554 -1.37162 1.79307
H -0.36589 -2.85028 0.12197
H -0.99470 -1.41487 -0.67012
H -0.45030 0.19144 -1.65503
H 1.37189 1.72064 -2.33409
H 1.56967 0.80692 -3.83692
H -0.99257 2.24154 -2.96137
H 0.14955 2.82951 -4.16603
H -2.32309 -0.11478 -3.30758
H -2.07210 -1.09702 -4.75072
H 0.34333 -1.35142 -4.16093
H -0.72392 -1.98842 -2.89576
H 2.23614 -3.20581 -0.03849
H 3.09382 -1.67551 0.00483
H 3.83743 -2.88482 2.20252
H 3.53046 -2.78456 4.63978
H 1.41323 -1.90651 5.58718
H -0.37446 -1.14067 4.07286

As for the relative energy (zero: lowest compared OMol25 entry of this formula, charge and spin): 14.4 kJ/mol. Its SMILES is C[C@@](F)(C(=O)N[C@H]1CN(C(=O)C2CCSCC2)Cc2ccccc21)C(F)(F)F. For the total energy, the calculation gives -48843.007 eV. The LUMO energy comes out at 0.54 eV. For the orbital gap, the calculation gives 8.8943 eV. Its HOMO energy is -0.3070 Eh.

Please write out number 5 again, unchanged.
Below is a 2-piece molecular cluster, C15H11BCl3N3O2 overall at a distorted geometry, with properties calculated with ωB97M-V/def2-TZVPD.

Element x y z (Å)
Cl -0.36533 2.48586 5.43288
B -1.43486 1.39453 4.37631
Cl -2.51194 0.27716 5.43159
Cl -2.49356 2.35841 3.17986
O -0.52157 0.51448 3.58358
C -0.83107 -0.28964 2.63608
C 0.03845 -1.38997 2.31838
C -0.48138 -2.57999 1.74661
C 0.38032 -3.60961 1.38363
C 1.76229 -3.49649 1.60195
C 2.25314 -2.37653 2.28817
C 1.40758 -1.34242 2.68068
H -1.77699 -0.16241 2.10095
H -1.56369 -2.66722 1.60687
H -0.00590 -4.51383 0.91454
H 2.45285 -4.27101 1.25329
H 3.31107 -2.29764 2.52065
H 1.76092 -0.48457 3.25063
O 0.83423 3.35102 -0.92719
C 0.32370 2.29722 -1.29830
C 0.66537 1.47660 -2.47800
C -0.49213 0.76454 -2.83622
C -0.64176 0.20391 -4.10383
C 0.46736 0.18869 -4.96321
C 1.62130 0.90838 -4.61602
C 1.68334 1.63243 -3.41781
N -1.46117 0.94219 -1.86014
C -1.00293 1.76832 -0.85841
N -1.90271 2.66381 -0.34926
N -2.91164 3.06451 0.03097
H -1.60300 -0.20512 -4.40485
H 0.44349 -0.35267 -5.91117
H 2.46713 0.94167 -5.30363
H 2.50196 2.31265 -3.19070
H -2.37289 0.49274 -1.81889

For the total energy, the calculation gives -62543.250 eV. The LUMO energy comes out at -2.12 eV. For the orbital gap, the calculation gives 5.8668 eV. Its HOMO energy is -0.2936 Eh.